Record 1
{"formula": "C9H17N3", "method": "ωB97M-V with the def2-TZVPD basis set", "homo_ha": [-0.62767, -0.56713], "total_charge": 2, "homo_lumo_gap_ev": [9.36, 6.22], "elements": ["C", "C", "C", "C", "C", "C", "C", "C", "C", "N", "N", "N", "H", "H", "H", "H", "H", "H", "H", "H", "H", "H", "H", "H", "H", "H", "H", "H", "H"], "coordinates": [[-0.18705, 0.42226, 0.23873], [-0.89236, -0.03085, -0.81100], [-0.69606, 1.74140, 0.63988], [1.14367, -0.19169, 0.73845], [-1.93775, 0.94984, -1.18262], [0.85824, -2.38942, -0.77673], [0.10432, -3.16530, 0.16192], [0.98370, -2.73543, -2.15654], [-0.60129, 3.75722, 2.00467], [-1.79377, 1.95508, -0.16254], [-0.21791, 2.50250, 1.60323], [1.67261, -1.25665, -0.24934], [1.90019, 0.64939, 0.83218], [0.89252, -0.84900, 1.66314], [-1.65665, 1.37896, -2.20686], [-2.95398, 0.59068, -1.25868], [0.02489, -2.64007, 1.03890], [0.65330, -4.04282, 0.57827], [-0.90593, -3.54790, -0.28074], [0.45960, -2.05409, -2.81209], [0.44877, -3.62722, -2.34534], [1.93978, -2.70334, -2.67001], [-1.27771, 4.32086, 1.32213], [0.32361, 4.36233, 2.28957], [-1.19928, 3.87985, 2.93616], [-2.38097, 2.85419, -0.36677], [0.66097, 2.33616, 1.96187], [2.11307, -0.88002, -1.04954], [2.52146, -1.58693, 0.31969]], "lowdin_charge": [-0.1519, 0.1748, -0.1746, -0.0251, -0.1493, -0.2538, -0.0220, -0.0186, -0.0658, 0.0976, 0.0550, 0.0908, 0.1626, 0.1664, 0.1772, 0.1419, 0.0424, 0.1392, 0.1695, 0.1082, 0.1014, 0.1187, 0.1118, 0.1400, 0.1206, 0.2306, 0.1293, 0.1563, 0.2266]}

Record 2
{"formula": "C9H17N4O2PdSe", "method": "ωB97M-V with the def2-TZVPD basis set", "homo_ha": [-0.16322, -0.16535], "total_charge": -1, "multiplicity": 3, "homo_lumo_gap_ev": [7.09, 7.14], "elements": ["Pd", "N", "C", "C", "N", "H", "H", "H", "H", "H", "H", "H", "H", "C", "C", "C", "C", "C", "C", "H", "H", "H", "H", "H", "H", "H", "H", "H", "Se", "C", "N", "O", "N", "O"], "coordinates": [[-0.24923, 0.10052, -0.55590], [-0.17588, 0.18292, 1.77308], [1.21218, 0.14733, 2.21690], [2.01501, -0.82824, 1.35633], [1.91507, -0.47669, -0.05818], [-0.70884, 0.98338, 2.08768], [-0.68703, -0.66830, 1.97743], [1.32049, -0.14794, 3.26701], [1.62833, 1.15282, 2.11839], [1.59711, -1.83053, 1.47612], [3.04945, -0.85112, 1.71835], [2.34144, -1.15317, -0.67633], [2.30021, 0.43420, -0.29206], [-2.14924, -5.00870, -0.99059], [-2.63201, -3.97748, 0.03854], [-4.13125, -3.72096, -0.16606], [-2.40376, -4.53167, 1.45162], [-1.88624, -2.71896, -0.13357], [-1.26774, -1.68465, -0.29252], [-2.70779, -5.94377, -0.88572], [-1.08741, -5.21758, -0.85184], [-2.28867, -4.62798, -2.00260], [-4.69845, -4.64820, -0.03954], [-4.31578, -3.32957, -1.16668], [-4.49417, -2.98565, 0.55261], [-2.95058, -5.46950, 1.58764], [-2.74814, -3.81718, 2.20073], [-1.34207, -4.71965, 1.62051], [-4.11325, 2.90956, 0.90762], [-2.69398, 2.16256, 0.10762], [-1.75761, 1.70377, -0.41009], [0.19446, 0.37546, -3.79193], [0.50422, 0.51934, -2.62863], [1.41547, 1.32295, -2.31553]], "lowdin_charge": [0.8334, -0.0418, -0.2574, -0.2619, -0.0518, 0.0808, 0.0665, 0.1052, 0.1148, 0.1099, 0.1049, 0.0904, 0.0683, -0.0722, -0.6567, -0.0678, -0.0757, -0.1946, -0.1339, 0.0741, 0.0782, 0.0830, 0.0744, 0.0840, 0.0832, 0.0741, 0.0783, 0.0756, 0.3234, -1.0023, -0.0676, -0.0886, -0.4437, -0.1863]}

no.,F_max (eV Å⁻¹)
1,5.71
2,0.47